Density functional theory data (wB97M-V/def2-TZVPD) for a molecular structure, C18H28S4Sc at a distorted geometry.

Structure (XYZ):
```
51
Properties=species:S:1:pos:R:3:lowdin_charge:R:1
H 1.290 1.634 -3.332 0.07
H -0.595 -2.567 -4.461 0.10
H 3.378 -7.050 -2.197 0.10
H 0.286 3.640 -1.778 0.10
H 1.413 -1.230 -4.765 0.10
C -2.440 -0.836 -2.975 -0.47
H 2.662 -3.014 -0.983 0.05
C 2.420 1.945 -1.495 -0.49
C 1.051 -3.507 1.217 -0.62
S -2.004 0.878 -0.769 0.86
H 0.584 -3.066 -3.233 0.08
H 1.166 -4.869 2.937 0.07
H -0.811 -3.552 0.091 0.03
C 1.374 -2.034 0.966 -0.22
H -3.192 -1.416 -3.508 0.09
C -0.225 2.940 -1.118 -0.48
H 3.680 -4.614 -2.551 0.10
H 0.954 -6.243 1.221 0.11
C -1.253 2.120 -1.883 -0.48
H -0.709 3.503 -0.322 0.09
H 3.247 1.471 -0.962 0.09
C 1.506 -3.873 2.644 -0.06
C 2.151 1.224 -2.806 -0.47
H -3.768 0.755 -2.374 0.09
Sc 0.309 -0.793 -0.297 0.52
H -3.730 -0.610 -1.253 0.09
C 1.716 -4.489 0.229 -0.18
C -3.121 0.012 -1.909 -0.49
C 2.905 -6.337 -1.534 -0.10
C 0.782 -1.014 -3.904 -0.47
H 2.417 -1.838 1.259 0.02
H 2.594 -3.849 2.711 0.09
C 1.552 -5.863 0.402 -0.04
H -1.900 -0.223 -3.695 0.07
H 3.027 1.315 -3.447 0.09
H 2.686 2.984 -1.685 0.09
H 2.001 -7.835 -0.295 0.11
H -0.985 -3.010 1.781 0.08
S 1.061 1.942 -0.284 0.88
S 1.873 -0.559 -2.512 0.90
C 3.076 -4.976 -1.726 -0.09
H -2.055 2.765 -2.242 0.10
H 0.158 -0.152 -4.141 0.06
H -0.759 -4.725 1.409 0.08
H -0.806 1.600 -2.730 0.06
C -0.050 -2.244 -3.575 -0.47
H 1.100 -3.152 3.355 0.08
C 2.490 -4.067 -0.851 -0.06
C 2.140 -6.774 -0.463 -0.07
S -1.258 -2.023 -2.232 0.88
C -0.473 -3.713 1.120 -0.08
```

Summary:
ΔE to the lowest compared entry with this formula, charge and spin: 50.7 kJ/mol
Charge: +1
DFT total energy: -3055.8843 Ha
E_LUMO: -3.073 eV

Density functional theory data (wB97M-V/def2-TZVPD) for 7 unconnected molecules or ions with the total composition C18H29Cl12NO2 at a distorted geometry.

Structure (XYZ):
```
62
Properties=species:S:1:pos:R:3:lowdin_charge:R:1
H 8.202 7.100 10.988 0.07
H 5.478 1.622 13.188 0.12
H 5.513 3.327 14.968 0.11
Cl 0.325 -0.306 6.618 0.50
O 8.054 -1.208 12.814 0.11
H 9.217 1.887 16.415 0.11
C 8.280 -0.159 4.555 -0.67
H 3.732 -0.928 8.090 -0.02
C 7.412 5.062 10.837 -0.65
Cl 7.233 6.596 13.069 0.58
H 9.191 0.093 14.649 0.12
C 0.851 4.945 8.322 -0.67
C 6.191 0.454 8.874 -0.63
N 7.356 -0.238 12.706 -0.34
H 7.336 0.184 4.968 0.02
C 6.356 2.660 14.834 -0.08
H 1.142 5.225 7.310 0.06
Cl 7.052 -2.127 3.101 0.55
C 8.986 -2.818 9.974 -0.64
C 8.452 1.831 15.655 -0.05
H 5.530 0.002 9.610 0.06
C 7.350 0.740 13.802 -0.14
H 6.450 4.613 11.072 0.06
H 6.426 2.312 7.903 0.06
H 1.534 3.033 8.050 0.00
Cl 7.641 4.950 9.062 0.56
H 2.448 0.523 6.316 0.05
Cl -0.747 2.879 7.519 0.54
H 7.243 0.346 9.127 0.04
H 7.069 -1.840 10.125 0.01
H 6.461 6.972 10.911 0.07
C 7.399 2.758 15.738 -0.06
C 7.355 6.509 11.328 -0.70
C 7.493 -2.747 9.700 -0.71
Cl 2.258 5.472 9.277 0.53
Cl 6.021 -0.440 7.340 0.63
H 0.599 3.153 9.539 0.07
H 8.940 0.704 4.488 0.07
H 7.288 -2.626 8.635 0.04
Cl 6.602 -4.116 10.389 0.57
C 2.124 -0.471 6.606 -0.64
H 8.219 4.524 11.326 0.07
H 7.433 3.553 16.468 0.11
H 5.953 2.387 9.693 0.05
H 9.501 -3.661 9.525 0.07
C 6.313 1.668 13.874 0.00
C 5.831 1.921 8.721 -0.61
C 2.656 -0.911 7.956 -0.67
H 2.326 -1.266 5.895 0.06
H 9.127 -2.901 11.050 0.05
O 6.641 0.015 11.769 0.06
Cl 2.030 -2.580 8.285 0.52
Cl 4.086 2.168 8.335 0.59
C 8.052 -0.663 3.128 -0.68
Cl 9.741 -1.284 9.474 0.56
H 2.229 -0.315 8.761 0.05
C 0.631 3.448 8.496 -0.67
H 7.671 0.129 2.481 0.08
H 9.041 -0.807 2.682 0.07
H 0.008 5.609 8.510 0.07
C 8.397 0.829 14.702 -0.01
Cl 9.127 -1.387 5.547 0.52
```

Summary:
ΔE to the lowest compared entry with this formula, charge and spin: 27.3 kJ/mol
DFT total energy: -6430.7237 Ha
E_LUMO: -0.902 eV
SMILES string: O=[N+]([O-])c1ccccc1.ClCCCl.ClCCCl.ClCCCl.ClCCCl.ClCCCl.ClCCCl

Density functional theory data (wB97M-V/def2-TZVPD) for a molecular structure, C18H29ClNO2P2Sr at a distorted geometry.

Structure (XYZ):
```
54
Properties=species:S:1:pos:R:3:lowdin_charge:R:1
C 2.282 -3.942 0.321 -0.27
H -3.346 2.964 0.241 0.03
C 2.720 2.835 -1.071 -0.06
H -0.945 -1.521 2.979 0.10
C -1.945 -1.087 2.854 -0.09
C 0.467 3.050 -0.511 -0.32
Cl -4.639 -0.550 -0.040 0.71
H -2.954 -2.688 -0.061 0.02
H -0.433 1.290 -3.052 0.02
H -4.248 0.740 4.620 0.11
H 3.308 -1.459 0.934 0.09
C 3.974 2.322 -0.868 -0.05
C -2.711 -1.390 1.666 -0.42
H 3.170 -4.412 -0.125 0.06
C -0.273 3.123 1.764 -0.31
C -2.505 -0.325 3.887 -0.09
H 0.820 3.023 1.677 0.04
H 1.457 -4.670 0.328 0.05
H -1.935 -0.165 4.813 0.11
H -1.120 -2.625 -3.518 0.19
C 3.149 -1.290 -0.149 -0.31
H 2.503 -3.677 1.365 0.05
C -4.503 0.050 2.579 -0.10
Sr -0.350 -0.527 0.100 1.09
O -1.314 1.249 -3.491 -0.09
P 1.765 -2.449 -0.602 0.77
H -0.594 2.740 2.727 0.02
H 5.047 0.545 -0.322 0.11
O -0.620 -2.166 -2.820 0.19
H 3.331 -3.308 -2.217 0.05
H 2.559 3.864 -1.316 0.11
H -2.281 4.364 0.142 0.05
H 4.066 -1.736 -0.582 0.10
H -5.503 0.479 2.473 0.11
C -2.403 3.329 -0.185 -0.29
C -3.937 -0.656 1.529 -0.63
H -1.061 -1.851 -1.848 0.13
H 0.122 3.317 -1.583 0.07
H 1.673 -3.679 -2.709 0.05
H -0.169 -1.390 -3.015 0.07
H -2.556 3.346 -1.269 0.04
P -1.025 2.261 0.337 0.71
C 4.083 0.977 -0.536 -0.06
H -0.998 1.468 -4.418 0.08
H -1.395 -2.937 0.933 0.03
H 2.362 -2.012 -2.924 0.05
C -2.210 -2.259 0.621 -0.26
C 1.571 2.066 -0.774 -0.40
H -0.446 4.198 1.647 0.05
C 2.316 -2.898 -2.273 -0.30
C 2.945 0.186 -0.494 -0.36
C -3.790 0.208 3.785 -0.07
H 4.832 2.984 -0.884 0.11
N 1.688 0.691 -0.661 -0.09
```

Summary:
ΔE to the lowest compared entry with this formula, charge and spin: 757.0 kJ/mol
Charge: +1
DFT total energy: -2081.6967 Ha
E_LUMO (spin up / spin down): -4.541 / -4.569 eV

Density functional theory data (wB97M-V/def2-TZVPD) for 4 unconnected molecules or ions with the total composition C18H29F9O9 at a distorted geometry.

Structure (XYZ):
```
65
Properties=species:S:1:pos:R:3:lowdin_charge:R:1
C 8.796 -1.194 1.785 -0.18
H -0.691 -2.596 -1.744 0.11
H 1.502 -1.868 -0.876 0.07
H 7.343 0.230 1.113 0.12
F -4.321 -2.339 1.253 0.17
H 0.998 -1.680 0.726 0.07
O -1.871 -2.318 -0.130 -0.01
H -18.053 -1.860 2.790 0.08
O -2.713 -4.052 -1.439 0.13
C 0.660 -1.495 -0.293 -0.04
H -17.362 -0.354 2.007 0.08
O 4.003 1.899 -7.184 0.03
F -12.879 0.727 1.739 0.16
H 9.109 3.102 3.988 0.12
H -0.245 -3.493 -0.370 0.12
H 6.585 3.876 6.839 0.08
O 8.296 1.061 2.872 -0.16
F 1.575 2.796 -6.149 0.21
H 6.383 2.213 2.751 0.12
C 5.279 1.243 -7.259 -0.25
H 7.735 -3.917 3.256 0.09
H 7.429 -2.426 4.073 0.08
H 6.337 4.727 5.360 0.08
H 9.133 -1.209 0.748 0.12
H 6.060 -0.724 -7.463 0.09
C -0.528 -2.485 -0.672 -0.18
C 3.834 3.144 -6.645 -0.33
C 5.135 -0.205 -7.211 -0.08
C -4.283 -2.768 -0.003 -0.53
C 2.417 3.619 -6.691 -0.48
C 8.028 3.214 3.907 -0.18
H 7.897 4.867 6.069 0.08
H -17.449 -1.795 1.151 0.07
C -13.608 0.227 0.731 -0.65
H -15.514 -2.705 2.882 0.12
H 5.864 1.443 -6.362 0.12
O -14.825 -0.837 2.466 0.00
H 0.497 -0.452 -0.565 0.07
F 2.251 4.808 -5.972 0.12
O 7.439 2.934 5.195 -0.19
C -14.254 -1.044 1.222 -0.31
C 7.796 -0.065 2.060 -0.15
H 7.898 4.225 3.521 0.11
O -14.402 -1.997 0.449 0.15
F -14.504 1.150 0.486 0.20
C -2.873 -3.165 -0.599 -0.29
H 9.097 -2.829 3.733 0.08
H 6.952 -0.446 2.636 0.12
O 4.674 3.814 -6.047 0.15
F -4.808 -1.703 -0.626 0.15
H -16.139 -1.400 3.896 0.12
F -5.175 -3.759 -0.175 0.16
C 7.085 4.158 5.912 -0.09
C -15.910 -1.689 2.871 -0.19
C 8.084 -2.887 3.334 -0.10
H 4.370 -0.569 -7.897 0.09
C 7.472 2.234 2.784 -0.17
H 4.901 -0.431 -6.171 0.09
F -12.886 0.084 -0.321 0.23
H 9.702 -1.152 2.389 0.12
C -17.272 -1.429 2.163 -0.06
H 7.768 2.594 1.799 0.11
H 5.981 1.594 -8.016 0.13
F 2.119 3.785 -8.055 0.11
O 8.081 -2.428 1.977 -0.20
```

Summary:
ΔE to the lowest compared entry with this formula, charge and spin: 288.5 kJ/mol
DFT total energy: -2279.0872 Ha
E_LUMO: 0.447 eV
SMILES string: CCOC(=O)C(F)(F)F.CCOC(=O)C(F)(F)F.CCOC(=O)C(F)(F)F.COCCOCCOC